Record 1
# C12H15As2F5N3O4ReS6Te

A molecular structure, C12H15As2F5N3O4ReS6Te (the ωB97M-V functional and the def2-TZVPD basis, the OMol25 dataset).

XYZ file:
```
49
Properties=species:S:1:pos:R:3:forces:R:3
F 4.544 0.512 -0.737 -0.30 -0.31 0.70
H -1.173 0.312 -3.933 0.07 0.08 0.06
H -3.208 0.637 -1.710 0.06 0.07 0.05
C 0.195 -0.474 2.469 -0.52 -0.27 0.26
S 0.462 3.649 -1.495 0.05 0.07 -0.04
S -1.484 -2.691 8.099 0.33 0.10 -0.11
O -2.661 -1.919 8.427 -0.43 0.07 0.11
H -2.742 0.846 -0.007 -0.01 -0.08 -0.01
C -0.333 -1.348 7.739 -0.48 -0.46 0.28
C -2.457 1.054 -1.034 -0.17 -0.03 -0.34
H -0.731 1.935 -3.321 0.05 -0.21 -0.02
H -2.389 2.134 -1.186 -0.05 -0.26 -0.04
As -0.752 0.240 -1.461 -0.30 0.21 0.33
H 1.396 0.889 9.279 0.04 0.04 0.05
C 0.743 0.209 4.700 -0.17 -0.23 0.17
F 4.438 -2.046 -1.777 -0.78 -0.17 0.36
C 0.965 0.350 8.443 0.24 0.29 0.11
As -1.025 4.617 -0.100 0.07 -0.03 0.00
C -0.497 0.870 -3.279 -0.06 -0.03 -0.13
H 1.837 1.615 6.929 0.15 0.17 -0.06
Te 2.842 -2.098 -0.753 1.62 -1.64 -0.46
C 1.480 1.239 4.130 0.11 0.17 -0.28
S -0.255 4.282 1.936 0.04 -0.01 0.07
O -0.854 -3.388 9.190 -0.01 -0.28 0.23
H -1.580 -2.058 -0.812 0.00 0.03 -0.05
N 0.941 0.502 1.927 -0.09 -0.16 -0.29
O -1.536 -3.400 6.841 -0.17 -0.30 -0.14
N 0.214 -0.685 8.739 0.26 0.29 0.94
C -1.292 -1.596 -1.757 0.03 -0.06 -0.02
H 0.530 0.711 -3.605 -0.05 0.00 0.04
H -0.467 -2.168 -2.183 -0.04 0.05 0.03
S 3.670 -0.122 0.492 -0.34 0.56 -0.71
H -0.484 -1.482 4.238 -0.13 -0.09 0.06
Re 1.407 0.360 -0.103 0.43 0.88 0.16
H -2.137 -1.597 -2.448 0.06 -0.03 0.09
F 2.190 -3.301 -2.017 0.21 0.43 0.64
F 2.209 -0.628 -1.953 -0.19 0.12 0.09
C 0.091 -0.667 3.828 0.11 0.19 -0.17
C 1.218 0.763 7.139 -0.27 -0.36 -0.14
C 0.607 -0.015 6.171 0.03 0.08 -0.27
H 1.999 1.965 4.737 0.03 0.02 0.01
S 1.898 2.496 -0.483 -0.36 -0.42 -0.09
F 3.566 -3.430 0.359 -0.42 0.31 -0.53
H -0.329 -1.115 1.772 0.06 -0.02 0.10
C 1.575 1.342 2.757 0.17 0.28 0.41
S -1.760 2.987 1.210 0.32 0.18 0.36
O 1.219 -1.767 0.071 0.46 0.37 -0.54
N -0.167 -1.051 6.480 0.35 0.41 -1.31
H 2.160 2.123 2.291 0.00 -0.01 0.05
```
Positions in Å, forces in eV/Å.

Output
* electronic energy: -235045.119 eV
* gap between HOMO and LUMO (alpha / beta): 3.72 / 3.79 eV

Record 2
# C6H7NS

C6H7NS in the gas phase (the ωB97M-V functional and the def2-TZVPD basis, the OMol25 dataset).

XYZ file:
```
15
Properties=species:S:1:pos:R:3:forces:R:3
C -0.328 1.352 0.545 -0.37 0.10 0.15
H -1.288 -1.774 0.407 0.01 0.05 -0.07
N 0.755 -1.180 0.385 0.16 -0.29 -0.01
H -1.623 0.157 -1.452 -0.05 0.05 0.08
H 1.123 -1.843 1.047 0.07 0.04 0.00
H -1.460 0.292 2.060 -0.12 0.07 0.25
C 1.481 -0.161 -0.074 -1.23 1.22 -0.99
H -0.224 2.357 0.907 0.02 0.16 0.18
C -0.952 0.325 1.116 -0.22 0.17 -0.01
S 3.075 0.089 0.002 0.52 0.11 0.02
C -0.658 -0.240 -1.144 -0.19 -0.08 -0.23
C 0.322 0.851 -0.707 1.64 -1.46 0.63
H -0.260 -0.898 -1.914 0.01 -0.08 0.01
H 0.715 1.561 -1.422 0.07 0.00 -0.01
C -0.678 -0.889 0.246 -0.31 -0.05 -0.02
```
Positions in Å, forces in eV/Å.

Output
* electronic energy: -18659.753 eV
* structure (SMILES): S=C1N[C@H]2C=C[C@@H]1C2
* gap between HOMO and LUMO: 8.75 eV
* ΔE to the lowest compared entry with this formula, charge and spin: 96.1 kJ/mol